Computed, not measured: a 2-piece molecular cluster, C3H8N2O overall, with ωB97M-V/def2-TZVPD.

The geometry in XYZ format:
```
14
C3H8N2O (ωB97M-V/def2-TZVPD)
H -0.972 -1.129 -1.783
N -2.487 -2.459 0.675
H 1.214 0.582 -0.751
C -2.358 -1.922 -0.462
C 1.975 1.136 -0.179
H -0.457 -1.551 -0.322
O 3.115 1.076 -0.584
H -2.037 -1.864 1.373
H 2.490 2.547 1.385
C 1.633 2.174 0.845
H 0.916 1.747 1.557
H 1.045 3.003 0.445
H -2.843 -2.226 -1.391
N -1.232 -1.114 -0.806
```

Calculated values
charge: 0
SMILES: [H]/N=C\N.CC=O
HOMO energy: -9.7 eV
lowest unoccupied orbital energy: 0.69 eV

***

Computed, not measured: C24H56GeOPS2SbTi as an isolated structure, with ωB97M-V/def2-TZVPD.

The geometry in XYZ format:
```
87
C24H56GeOPS2SbTi (ωB97M-V/def2-TZVPD)
H -1.497 -4.507 3.484
H -5.828 -0.108 -2.147
H -5.601 3.195 0.976
C -4.629 2.425 -1.728
H -6.447 1.727 0.529
H -4.904 2.873 -3.863
H -1.316 -0.032 -3.643
Sb -3.227 1.293 -0.480
H 1.573 1.659 3.811
C -5.460 -0.749 -1.342
H 0.624 0.201 3.495
H 4.219 -1.089 -1.611
C -1.588 -2.122 2.244
C -4.441 1.379 1.316
H 4.761 -1.367 4.512
S -1.460 -0.475 1.647
H -4.586 3.465 -1.393
C 1.429 1.033 1.699
H -3.411 -3.311 2.158
H -2.914 -2.889 3.796
C 1.791 -1.408 -3.862
H 5.312 -1.365 0.593
C -3.958 -0.623 -1.143
O 1.654 2.348 1.067
H 2.320 4.233 1.278
H 5.388 2.395 -0.365
C -4.232 2.320 -3.197
H -1.198 -2.377 -0.454
H 5.207 0.701 1.390
H -0.914 1.674 -3.853
C -0.579 0.655 -4.058
H 2.373 1.435 -5.275
H 4.413 -2.458 3.173
H 3.659 2.292 -0.709
H 2.469 -0.986 3.486
H 4.721 0.937 -1.098
H -6.009 -0.473 -0.437
C -0.504 -1.739 -1.009
H -1.075 -1.198 -1.776
C -5.753 2.150 1.258
H -5.655 2.083 -1.576
H -0.910 -5.097 1.926
H -6.261 2.149 2.229
C -0.696 -4.402 2.747
C 3.866 -1.873 -0.935
Ge 1.187 0.356 -3.244
H 2.088 1.306 -1.140
C -2.954 -2.521 2.765
H -4.226 1.280 -3.537
H 4.025 1.961 1.712
H 0.200 -2.405 -1.532
C 0.879 1.183 3.095
H 2.845 -1.559 -3.636
H -3.597 -1.298 -0.364
H 1.135 3.752 2.512
H 0.360 1.475 -1.197
C 1.177 0.752 -1.365
H 1.656 -1.462 -4.947
P 3.023 -0.204 1.277
S 1.068 -2.584 1.643
H -3.405 -0.896 -2.043
C 4.521 1.723 -0.368
H 2.775 -1.904 -1.054
C 4.577 -1.412 3.433
H 0.236 -4.738 3.207
H -5.748 -1.776 -1.592
H -4.602 0.334 1.591
H 4.239 -2.830 -1.317
H -3.221 2.697 -3.365
H 2.800 3.166 2.619
Ti 0.738 -0.518 0.318
H 1.219 -2.205 -3.394
C 1.988 3.403 1.912
H -0.060 1.752 3.105
C 4.243 -1.605 0.509
C 4.279 1.153 1.023
C -0.553 -2.988 2.240
C 2.395 1.603 -4.194
H -0.534 0.512 -5.141
H -3.626 -1.664 2.751
H 3.486 0.444 3.519
H 4.054 -2.511 1.091
H 5.490 -1.088 2.929
H -3.782 1.782 2.086
H 3.420 1.468 -3.842
C 3.373 -0.548 3.069
H 2.105 2.636 -3.992
```

Calculated values
charge: -2
HOMO energy: 0.5 eV
lowest unoccupied orbital energy: 4.61 eV

***

| no. | electronic energy (eV) |
| --- | --- |
| 1 | -8266.9975 |
| 2 | -144968.3284 |